Below is a cluster of 2 separate species, C4H8NO in total in a non-equilibrium geometry, with properties calculated with ωB97M-V/def2-TZVPD.

Its total charge is -1. The gap between HOMO and LUMO (spin up / spin down) comes out at 6.250 / 6.049 eV.

Positions of all 14 atoms, in Å:
C (-0.173, -1.097, -0.734)
C (-0.735, -1.076, 0.676)
C (-0.134, 0.187, 0.006)
C (-0.893, 1.436, -0.251)
N (2.149, 0.714, 0.319)
O (2.724, -0.241, -0.266)
H (0.725, -1.695, -0.824)
H (-0.875, -1.389, -1.555)
H (-1.831, -1.226, 0.775)
H (0.050, -1.520, 1.442)
H (-1.945, 1.279, -0.585)
H (-0.564, 2.054, -1.237)
H (-0.742, 2.077, 0.738)
H (2.244, 0.497, 1.498)

---

Below is a cluster of 2 separate species, C7H10Cl2N3 in total in a non-equilibrium geometry, with properties calculated with ωB97M-V/def2-TZVPD.

Its total charge is +1. The gap between HOMO and LUMO comes out at 7.684 eV.

Positions of all 22 atoms, in Å:
C (0.130, -1.619, -0.291)
C (1.170, -1.939, -0.785)
C (0.280, 2.695, -1.479)
C (-0.919, -0.968, 0.407)
C (0.938, 2.086, 0.896)
C (2.267, -2.360, -1.545)
C (-2.108, 0.643, 1.678)
N (-0.570, 3.544, -1.061)
N (-0.915, 0.173, 0.971)
N (1.013, 1.945, -0.441)
Cl (0.764, 2.091, -3.051)
Cl (0.142, 3.179, 1.698)
H (-1.789, -1.680, 0.513)
H (1.712, 1.512, 1.433)
H (2.401, -3.375, -1.636)
H (3.163, -1.992, -1.058)
H (2.194, -1.905, -2.545)
H (-2.301, 1.631, 1.152)
H (-3.036, -0.007, 1.639)
H (-1.839, 0.782, 2.696)
H (-0.811, 4.241, -1.734)
H (1.854, 1.549, -0.823)

---

Below is an isolated molecule of C8H14O2 in a non-equilibrium geometry, with properties calculated with ωB97M-V/def2-TZVPD.

The gap between HOMO and LUMO (spin up / spin down) comes out at 6.726 / 7.367 eV.

Positions of all 24 atoms, in Å:
C (-1.185, 1.447, 0.142)
C (-1.490, -1.188, 0.078)
C (1.084, -0.413, 1.772)
C (2.249, -0.551, -0.489)
C (-1.100, -0.101, -0.874)
C (1.002, -0.724, 0.312)
C (-0.063, -1.395, -0.313)
C (-1.092, 0.161, -2.194)
O (0.023, 2.130, 0.293)
O (-1.908, 1.450, 1.331)
H (0.033, 2.956, -0.202)
H (-1.312, 1.161, 2.033)
H (-1.848, 1.972, -0.550)
H (-2.206, -1.886, -0.349)
H (-1.666, -0.937, 1.120)
H (0.137, -2.215, -0.998)
H (1.550, 0.564, 1.933)
H (0.142, -0.559, 2.296)
H (2.912, -1.416, -0.360)
H (2.010, -0.485, -1.553)
H (2.819, 0.337, -0.219)
H (1.833, -1.069, 2.232)
H (-0.324, -0.259, -2.828)
H (-1.601, 1.021, -2.609)

---

Below is a structure of composition C30H36BaGe2N2O2 in a non-equilibrium geometry, with properties calculated with ωB97M-V/def2-TZVPD.

The gap between HOMO and LUMO comes out at 7.360 eV.

Positions of all 73 atoms, in Å:
Ba (0.075, -0.464, 0.244)
O (2.025, 0.351, 0.223)
C (2.748, 1.349, -0.218)
C (4.151, 1.324, -0.091)
C (4.947, 2.345, -0.561)
C (4.377, 3.457, -1.180)
C (3.007, 3.520, -1.301)
C (2.166, 2.498, -0.835)
C (0.737, 2.696, -0.978)
N (-0.164, 1.833, -0.675)
N (-1.477, 2.213, -0.835)
C (-2.325, 1.303, -0.429)
O (-1.995, 0.165, 0.092)
C (-3.772, 1.608, -0.596)
C (-4.249, 2.910, -0.716)
C (-5.608, 3.142, -0.853)
C (-6.503, 2.082, -0.878)
C (-6.035, 0.781, -0.758)
C (-4.678, 0.549, -0.608)
H (4.594, 0.458, 0.388)
H (6.022, 2.282, -0.446)
H (5.001, 4.257, -1.555)
H (2.548, 4.384, -1.769)
H (0.410, 3.666, -1.361)
H (-3.542, 3.728, -0.699)
H (-5.971, 4.159, -0.937)
H (-7.564, 2.269, -0.989)
H (-6.726, -0.053, -0.774)
H (-4.295, -0.457, -0.497)
C (2.143, -0.411, 4.837)
C (1.648, -0.175, 3.410)
Ge (0.050, -1.316, 3.011)
C (-1.570, -0.207, 3.433)
C (-2.034, -0.418, 4.874)
C (0.055, -3.028, 3.992)
C (0.003, -4.053, 3.126)
Ge (0.028, -3.217, 1.297)
C (-1.596, -3.552, 0.162)
C (-1.903, -5.037, -0.037)
C (1.671, -3.429, 0.145)
C (2.153, -4.864, -0.066)
C (-0.072, -5.483, 3.470)
C (0.157, -6.454, 2.495)
C (0.105, -7.806, 2.793)
C (-0.191, -8.220, 4.083)
C (-0.440, -7.268, 5.063)
C (-0.384, -5.919, 4.762)
H (2.962, 0.268, 5.079)
H (2.506, -1.433, 4.953)
H (1.350, -0.250, 5.570)
H (2.445, -0.379, 2.695)
H (1.353, 0.867, 3.261)
H (-2.375, -0.447, 2.737)
H (-1.303, 0.839, 3.261)
H (-2.338, -1.454, 5.034)
H (-2.889, 0.221, 5.100)
H (-1.244, -0.182, 5.590)
H (0.079, -3.167, 5.071)
H (-1.455, -3.066, -0.809)
H (-2.442, -3.060, 0.646)
H (-1.091, -5.546, -0.561)
H (-2.809, -5.166, -0.631)
H (-2.057, -5.536, 0.920)
H (2.469, -2.837, 0.599)
H (1.448, -2.976, -0.827)
H (2.415, -5.332, 0.883)
H (3.043, -4.879, -0.698)
H (1.393, -5.476, -0.557)
H (0.386, -6.137, 1.484)
H (0.290, -8.537, 2.016)
H (-0.232, -9.275, 4.322)
H (-0.685, -7.582, 6.070)
H (-0.596, -5.198, 5.540)

---

Below is a structure of composition C29H48Br2N5O2ScSi, with properties calculated with ωB97M-V/def2-TZVPD.

Its total charge is +2. The gap between HOMO and LUMO comes out at 7.908 eV.

Positions of all 88 atoms, in Å:
Sc (-1.803, 0.401, -0.627)
C (-4.435, 0.138, 1.100)
C (-4.906, 1.001, -0.055)
N (-3.744, 1.738, -0.590)
C (-3.957, 2.270, -1.948)
C (-3.830, 1.136, -2.929)
C (-4.529, 1.064, -4.118)
C (-4.343, -0.045, -4.931)
C (-3.489, -1.060, -4.527)
C (-2.819, -0.921, -3.325)
C (-1.840, -1.944, -2.813)
N (-1.709, -1.888, -1.341)
C (-2.659, -2.744, -0.589)
C (-3.854, -1.937, -0.120)
N (-3.353, -0.762, 0.629)
N (-2.980, 0.164, -2.556)
H (-5.263, -0.434, 1.526)
H (-4.022, 0.763, 1.892)
H (-5.701, 1.679, 0.262)
H (-5.318, 0.387, -0.858)
H (-3.551, 2.523, 0.027)
H (-3.181, 3.014, -2.141)
H (-4.928, 2.762, -2.055)
H (-5.218, 1.850, -4.394)
H (-4.877, -0.128, -5.868)
H (-3.356, -1.951, -5.125)
H (-0.855, -1.732, -3.241)
H (-2.122, -2.944, -3.150)
H (-0.768, -2.202, -1.125)
H (-2.126, -3.126, 0.283)
H (-2.968, -3.611, -1.178)
H (-4.512, -2.552, 0.500)
H (-4.442, -1.577, -0.964)
H (-2.850, -1.098, 1.451)
C (3.218, -2.547, -1.766)
C (3.846, -1.631, -0.707)
C (4.870, -2.456, 0.100)
C (4.608, -0.528, -1.456)
Si (2.602, -0.880, 0.526)
Br (0.858, -0.115, -1.021)
C (1.654, -2.135, 1.619)
C (0.310, -1.612, 2.147)
C (2.539, -2.492, 2.832)
C (1.359, -3.432, 0.852)
C (3.163, 0.720, 1.413)
C (2.177, 1.124, 2.517)
C (3.316, 1.926, 0.475)
C (4.528, 0.450, 2.082)
H (4.020, -2.912, -2.413)
H (2.511, -2.022, -2.409)
H (2.724, -3.422, -1.348)
H (5.643, -2.813, -0.584)
H (4.428, -3.337, 0.564)
H (5.374, -1.875, 0.874)
H (5.300, -1.001, -2.156)
H (5.201, 0.102, -0.798)
H (3.945, 0.113, -2.041)
H (0.387, -0.710, 2.746)
H (-0.147, -2.388, 2.767)
H (-0.380, -1.403, 1.320)
H (2.707, -1.646, 3.495)
H (3.508, -2.895, 2.539)
H (2.037, -3.265, 3.419)
H (0.779, -3.258, -0.060)
H (0.777, -4.100, 1.493)
H (2.259, -3.970, 0.564)
H (1.171, 1.293, 2.129)
H (2.520, 2.062, 2.964)
H (2.115, 0.396, 3.324)
H (2.371, 2.216, 0.014)
H (4.044, 1.771, -0.317)
H (3.659, 2.776, 1.072)
H (4.504, -0.388, 2.778)
H (4.809, 1.334, 2.661)
H (5.324, 0.275, 1.361)
Br (1.597, 7.063, 0.438)
C (0.757, 5.618, 1.292)
C (0.726, 5.558, 2.686)
N (0.171, 4.559, 3.361)
C (-0.382, 3.574, 2.667)
C (-0.408, 3.552, 1.276)
C (0.175, 4.601, 0.565)
C (-0.994, 2.414, 0.564)
O (-1.405, 1.373, 1.194)
O (-1.104, 2.412, -0.703)
H (1.172, 6.355, 3.268)
H (-0.818, 2.760, 3.235)
H (0.183, 4.606, -0.516)

---

Below is the ion C6H9N2 with charge +1 in a non-equilibrium geometry, with properties calculated with ωB97M-V/def2-TZVPD.

As for the structure (SMILES): CC[n+]1c[nH]c2c1C2. Its total charge is +1. The gap between HOMO and LUMO (spin up / spin down) comes out at 9.097 / 9.098 eV.

Positions of all 17 atoms, in Å:
C (2.259, 0.128, 0.844)
C (1.545, 0.066, -0.550)
N (0.095, 0.034, -0.423)
C (-0.716, 0.661, -1.385)
N (-2.047, 0.423, -1.116)
C (-2.224, -0.342, -0.081)
C (-0.602, -0.534, 0.514)
C (-1.873, -0.921, 1.240)
H (2.002, -0.852, 1.406)
H (1.858, 0.990, 1.397)
H (3.355, 0.266, 0.759)
H (1.854, -0.746, -1.083)
H (1.796, 1.068, -1.148)
H (-0.365, 1.085, -2.264)
H (-2.683, 0.910, -1.633)
H (-2.195, -0.227, 2.143)
H (-2.058, -2.009, 1.379)

---

Below is an isolated molecule of C15H19NO5S2, with properties calculated with ωB97M-V/def2-TZVPD.

As for the structure (SMILES): COc1ccc(S(=O)(=O)NCCSCc2ccco2)cc1OC. The gap between HOMO and LUMO comes out at 8.753 eV.

Positions of all 42 atoms, in Å:
C (3.839, -2.724, -0.148)
O (2.492, -3.148, -0.182)
C (1.479, -2.369, 0.262)
C (0.215, -2.925, 0.068)
C (-0.938, -2.267, 0.445)
C (-0.822, -1.021, 1.024)
S (-2.280, -0.089, 1.425)
O (-1.911, 1.149, 2.053)
O (-3.249, -0.910, 2.095)
N (-2.822, 0.259, -0.137)
C (-3.928, 1.200, -0.239)
C (-3.443, 2.635, -0.087)
S (-2.202, 3.103, -1.338)
C (-0.646, 2.614, -0.515)
C (0.094, 1.557, -1.250)
C (-0.307, 0.509, -2.023)
C (0.873, -0.166, -2.424)
C (1.904, 0.521, -1.869)
O (1.445, 1.568, -1.156)
C (0.414, -0.449, 1.250)
C (1.584, -1.105, 0.889)
O (2.825, -0.589, 1.117)
C (2.930, 0.682, 1.721)
H (4.399, -3.535, -0.613)
H (3.984, -1.806, -0.719)
H (4.191, -2.577, 0.874)
H (0.174, -3.898, -0.397)
H (-1.908, -2.714, 0.308)
H (-3.055, -0.626, -0.563)
H (-4.383, 1.078, -1.225)
H (-4.686, 0.996, 0.531)
H (-3.007, 2.797, 0.895)
H (-4.280, 3.317, -0.235)
H (-0.020, 3.506, -0.438)
H (-0.925, 2.278, 0.484)
H (-1.314, 0.263, -2.281)
H (0.936, -1.039, -3.041)
H (2.966, 0.387, -1.907)
H (0.434, 0.518, 1.724)
H (2.486, 0.689, 2.721)
H (2.466, 1.456, 1.104)
H (3.999, 0.872, 1.799)